C22H31N3O6S | the ωB97M-V functional and the def2-TZVPD basis

Geometry (Å):
C 0.402627 3.370540 4.918588
O 1.000074 2.148655 4.545091
C 2.084378 1.773545 5.348699
C 2.422196 0.305383 4.996989
N 2.294751 0.022965 3.593904
C 3.332016 -0.332321 2.823165
O 4.475176 -0.475588 3.237426
C 3.004702 -0.560267 1.381395
C 4.046564 -0.937454 0.590917
N 3.969069 -1.194311 -0.727375
C 5.154780 -1.591068 -1.451364
C 2.758042 -1.070532 -1.370741
C 2.624120 -1.330336 -2.743559
C 1.401237 -1.195033 -3.361833
C 0.290777 -0.797038 -2.629709
S -1.291397 -0.568911 -3.445724
O -1.218966 -1.192949 -4.739449
O -1.613042 0.826211 -3.400223
N -2.275320 -1.432307 -2.401393
C -2.095677 -2.851198 -2.603196
C -3.649625 -0.978078 -2.200419
C -3.665369 0.252218 -1.293681
C -5.104579 0.681136 -1.020744
C -5.829743 0.976647 -2.329924
C -5.813581 -0.251009 -3.235262
C -4.377172 -0.684477 -3.513385
C 0.397139 -0.535982 -1.287703
C 1.623557 -0.674368 -0.633643
C 1.680936 -0.402172 0.814496
O 0.675398 -0.080217 1.441726
O 3.160005 2.661832 5.258321
C 3.792657 2.740788 3.991488
H -0.383195 3.557306 4.190241
H -0.029203 3.298338 5.923690
H 1.128208 4.188832 4.902969
H 1.807288 1.828128 6.417116
H 1.734442 -0.338184 5.554281
H 3.450002 0.090314 5.299517
H 1.392798 0.187174 3.151424
H 5.016563 -1.042927 1.059844
H 5.376586 -0.876900 -2.246491
H 5.998199 -1.620551 -0.765547
H 5.025410 -2.583324 -1.887641
H 3.474628 -1.637081 -3.329170
H 1.277597 -1.394431 -4.414651
H -2.576043 -3.207711 -3.519974
H -2.495885 -3.390448 -1.745162
H -1.027098 -3.045940 -2.678563
H -4.168285 -1.795660 -1.682270
H -3.156115 0.015514 -0.357374
H -3.122820 1.058347 -1.785450
H -5.107025 1.567941 -0.384673
H -5.629587 -0.115380 -0.486545
H -6.860245 1.276180 -2.126788
H -5.329619 1.803040 -2.837948
H -6.353826 -1.068450 -2.749977
H -6.319215 -0.028345 -4.176688
H -3.842320 0.110105 -4.034827
H -4.364418 -1.572444 -4.149887
H -0.463600 -0.224477 -0.717438
H 4.398938 3.644499 4.019200
H 4.438136 1.876118 3.817169
H 3.053973 2.816110 3.188737

Forces on the atoms, in the same order (eV/Å):
0.0 0.1 0.0
0.2 -0.3 0.0
0.1 -0.4 0.3
0.1 0.4 0.2
-0.3 0.1 0.0
-0.2 -0.1 -0.1
0.3 -0.1 0.1
0.0 0.0 0.0
-0.2 0.1 0.4
0.0 0.0 0.2
0.3 -0.1 -0.3
-0.7 0.1 -0.1
0.1 0.0 0.0
0.0 0.0 -0.1
-0.4 0.0 -0.2
0.4 -0.2 0.3
0.1 -0.2 0.1
-0.1 0.0 0.2
0.7 0.6 -0.5
0.0 -0.5 -0.1
-0.2 0.7 -0.1
-0.3 -0.2 0.2
0.1 0.2 -0.1
-0.2 -0.2 0.2
0.1 0.2 -0.1
-0.3 -0.3 0.1
0.1 0.0 0.1
-0.1 0.0 -0.3
0.2 -0.1 0.0
-0.1 0.0 -0.1
-0.1 0.1 0.1
0.1 0.0 -0.1
0.0 0.1 0.1
0.0 0.0 0.0
-0.1 0.0 0.0
0.0 -0.1 -0.3
0.1 0.1 0.0
-0.2 0.0 0.0
0.2 -0.1 -0.1
0.0 0.0 0.0
0.0 0.0 0.0
-0.1 0.0 0.0
0.0 0.0 0.0
0.1 0.0 0.0
0.1 -0.1 -0.1
0.0 0.0 0.0
0.0 0.0 0.0
0.0 -0.3 0.0
0.2 0.0 -0.1
0.1 0.0 0.0
0.0 0.0 0.1
0.0 0.0 0.1
-0.1 0.0 0.1
0.0 0.1 0.0
0.0 0.1 0.0
-0.1 0.0 0.0
-0.1 -0.1 0.0
-0.1 0.0 -0.1
0.0 0.0 -0.1
-0.1 0.0 0.2
0.0 0.0 -0.1
0.0 0.0 0.0
0.1 0.0 0.0

## Properties
**Kohn-Sham gap**: 8.682 eV
**SMILES string**: COC(CNC(=O)c1cn(C)c2ccc(S(=O)(=O)N(C)C3CCCCC3)cc2c1=O)OC
**Charge**: 0
**Relative energy (zero: lowest compared OMol25 entry of this formula, charge and spin)**: 44.7 kcal/mol
**LUMO**: -0.1 eV
**Max |F|**: 0.020 hartree/bohr

Partial atomic charges computed with the natural (NBO) method, in multiples of e:
1 C -0.2507
2 O -0.5544
3 C 0.3769
4 C -0.2698
5 N -0.6107
6 C 0.6725
7 O -0.6739
8 C -0.3132
9 C 0.1445
10 N -0.3707
11 C -0.4035
12 C 0.2690
13 C -0.2816
14 C -0.1449
15 C -0.3499
16 S 2.3246
17 O -0.9474
18 O -0.9366
19 N -0.6834
20 C -0.4132
21 C -0.0341
22 C -0.4202
23 C -0.3938
24 C -0.3972
25 C -0.3935
26 C -0.4313
27 C -0.1061
28 C -0.1784
29 C 0.5217
30 O -0.6166
31 O -0.5434
32 C -0.2772
33 H 0.1955
34 H 0.1666
35 H 0.1818
36 H 0.1558
37 H 0.2029
38 H 0.2427
39 H 0.4508
40 H 0.2442
41 H 0.2112
42 H 0.2258
43 H 0.2102
44 H 0.2242
45 H 0.2477
46 H 0.1974
47 H 0.2088
48 H 0.2137
49 H 0.2022
50 H 0.2114
51 H 0.2333
52 H 0.2118
53 H 0.1888
54 H 0.2064
55 H 0.1991
56 H 0.1902
57 H 0.2117
58 H 0.2215
59 H 0.2097
60 H 0.2609
61 H 0.1896
62 H 0.1924
63 H 0.1782